No. 1
Molecular formula: C9H13NO2
Method: DFT, ωB97M-V/def2-TZVPD

Each atom is followed by the atoms it is bonded to, with distances in Å.
Atoms and positions in Å:
1 C 1.577 -3.990 1.192  C2 1.519, H9 1.139, H10 1.076, H11 1.101
2 C 1.324 -2.672 0.479  C1 1.519, C3 1.383, C8 1.462
3 C 1.016 -1.549 1.224  C2 1.383, C4 1.459, H12 1.101
4 C 0.549 -0.361 0.517  C3 1.459, C5 1.402, H13 1.044
5 C 0.633 -0.323 -0.882  C4 1.402, O6 1.349, C7 1.465
6 O 0.699 0.808 -1.615  C5 1.349, H14 1.002
7 C 0.846 -1.571 -1.618  C5 1.465, C8 1.401, H15 1.090
8 C 1.151 -2.775 -0.969  C2 1.462, C7 1.401, H16 1.019
9 H 0.804 -4.036 2.027  C1 1.139
10 H 2.565 -3.963 1.615  C1 1.076
11 H 1.405 -4.878 0.563  C1 1.101
12 H 1.054 -1.355 2.307  C3 1.101
13 H 0.096 0.381 1.094  C4 1.044
14 H 1.025 1.588 -1.077  O6 1.002
15 H 0.704 -1.581 -2.699  C7 1.090
16 H 1.330 -3.681 -1.401  C8 1.019
17 C -2.646 3.884 -0.628  C18 1.525, H21 1.052, H22 1.074, H23 1.107
18 C -1.318 3.159 -0.433  C17 1.525, N19 1.481, O20 1.204
19 N -1.020 2.768 0.964  C18 1.481, H24 1.030, H25 0.947
20 O -0.528 3.072 -1.338  C18 1.204
21 H -2.440 4.915 -0.575  C17 1.052
22 H -3.418 3.687 0.092  C17 1.074
23 H -3.135 3.538 -1.558  C17 1.107
24 H -0.438 1.989 1.307  N19 1.030
25 H -1.835 2.946 1.412  N19 0.947

Highest occupied orbital energy = -8.0 eV
Total charge = 0
SMILES string = Cc1ccc(O)cc1.CC(N)=O

No. 2
Molecular formula: C9H13NO2
Method: DFT, ωB97M-V/def2-TZVPD

Each atom is followed by the atoms it is bonded to, with distances in Å.
Atoms and positions in Å:
1 C -3.188 0.020 1.590  C2 1.510, H9 1.093, H10 1.083, H11 1.097
2 C -2.056 0.481 0.703  C1 1.510, C3 1.460, C8 1.372
3 C -2.392 0.952 -0.638  C2 1.460, C4 1.379, H12 1.081
4 C -1.449 1.618 -1.394  C3 1.379, C5 1.427, H13 1.099
5 C -0.147 1.800 -0.841  C4 1.427, O6 1.370, C7 1.364
6 O 0.720 2.164 -1.837  C5 1.370, H14 0.971
7 C 0.135 1.476 0.454  C5 1.364, C8 1.395, H15 1.080
8 C -0.843 0.850 1.228  C2 1.372, C7 1.395, H16 1.079
9 H -3.745 0.865 2.003  C1 1.093
10 H -2.787 -0.488 2.458  C1 1.083
11 H -3.727 -0.692 0.952  C1 1.097
12 H -3.438 0.955 -0.911  C3 1.081
13 H -1.662 1.870 -2.442  C4 1.099
14 H 1.622 1.902 -1.587  O6 0.971
15 H 1.164 1.731 0.660  C7 1.080
16 H -0.580 0.684 2.261  C8 1.079
17 C 1.454 -3.004 1.076  C18 1.466, H21 1.103, H22 1.119, H23 1.043
18 C 2.148 -2.018 0.241  C17 1.466, N19 1.422, O20 1.221
19 N 2.042 -2.007 -1.177  C18 1.422, H24 1.000, H25 1.001
20 O 2.931 -1.136 0.555  C18 1.221
21 H 0.352 -2.966 1.055  C17 1.103
22 H 1.486 -2.780 2.172  C17 1.119
23 H 1.705 -3.990 0.848  C17 1.043
24 H 2.669 -1.397 -1.663  N19 1.000
25 H 1.593 -2.581 -1.863  N19 1.001

Highest occupied orbital energy = -8.3 eV
Total charge = 0
SMILES string = Cc1ccc(O)cc1.CC(N)=O

No. 3
Molecular formula: C9H13NO2
Method: DFT, ωB97M-V/def2-TZVPD

Each atom is followed by the atoms it is bonded to, with distances in Å.
Atoms and positions in Å:
1 C -3.177 2.279 1.473  C2 1.521, H9 1.007, H10 1.183, H11 0.946
2 C -2.202 1.136 1.236  C1 1.521, C3 1.442, C8 1.381
3 C -1.561 0.922 -0.037  C2 1.442, C4 1.379, H12 1.109
4 C -0.896 -0.223 -0.422  C3 1.379, C5 1.482, H13 1.085
5 C -0.952 -1.316 0.577  C4 1.482, O6 1.363, C7 1.379
6 O -0.541 -2.595 0.341  C5 1.363, H14 0.977
7 C -1.284 -1.004 1.879  C5 1.379, C8 1.385, H15 1.072
8 C -1.958 0.166 2.189  C2 1.381, C7 1.385, H16 1.112
9 H -2.780 3.006 2.046  C1 1.007
10 H -4.165 1.848 1.959  C1 1.183
11 H -3.329 2.914 0.789  C1 0.946
12 H -1.665 1.752 -0.766  C3 1.109
13 H -0.447 -0.428 -1.388  C4 1.085
14 H -0.227 -2.762 -0.568  O6 0.977
15 H -0.988 -1.533 2.762  C7 1.072
16 H -2.189 0.333 3.263  C8 1.112
17 C 2.551 -0.702 -2.671  C18 1.558, H21 1.089, H22 1.043, H23 1.078
18 C 3.468 -0.017 -1.614  C17 1.558, N19 1.324, O20 1.234
19 N 3.571 -0.518 -0.393  C18 1.324, H24 1.013, H25 0.962
20 O 4.116 0.947 -2.029  C18 1.234
21 H 1.510 -0.473 -2.446  C17 1.089
22 H 2.705 -1.724 -2.527  C17 1.043
23 H 2.987 -0.433 -3.619  C17 1.078
24 H 4.269 -0.182 0.261  N19 1.013
25 H 3.185 -1.394 -0.295  N19 0.962

Highest occupied orbital energy = -8.3 eV
Total charge = 0
SMILES string = Cc1ccc(O)cc1.CC(N)=O

No. 4
Molecular formula: C9H13NO2
Method: DFT, ωB97M-V/def2-TZVPD

Each atom is followed by the atoms it is bonded to, with distances in Å.
Atoms and positions in Å:
1 C -1.386 -1.879 -3.428  H10 1.291, H12 1.308, O24 1.477
2 C -0.640 -0.309 -1.951  C3 1.400, C9 1.432, O24 1.414
3 C -1.649 0.296 -1.193  C2 1.400, C4 1.376, H13 0.978
4 C -1.278 0.749 0.053  C3 1.376, C5 1.421, H14 1.115
5 C -0.283 0.223 0.920  C4 1.421, C6 1.430, C8 1.584
6 C -0.209 0.879 2.189  C5 1.430, C7 1.614, H15 1.276, H16 1.166
7 C 1.122 1.785 2.307  C6 1.614, H17 1.177, H18 1.040, N23 1.488
8 C 0.756 -0.658 0.112  C5 1.584, C9 1.466, H21 1.154
9 C 0.563 -0.785 -1.336  C2 1.432, C8 1.466, O25 1.392
10 H -0.265 -2.238 -3.959  C1 1.291
11 H -1.789 -2.003 -1.958  no bonds
12 H -2.289 -1.881 -4.375  C1 1.308
13 H -2.506 0.643 -1.512  C3 0.978
14 H -2.180 1.298 0.412  C4 1.115
15 H -1.311 1.518 2.259  C6 1.276
16 H -0.115 0.019 2.972  C6 1.166
17 H 1.009 2.567 1.435  C7 1.177
18 H 1.057 2.415 3.131  C7 1.040
19 H 3.094 1.319 3.300  N23 1.107
20 H 1.668 0.194 3.501  N23 1.173
21 H 1.753 -0.806 0.673  C8 1.154
22 H 1.852 -2.340 -0.958  no bonds
23 N 2.231 0.897 2.750  C7 1.488, H19 1.107, H20 1.173
24 O -0.827 -0.514 -3.338  C1 1.477, C2 1.414
25 O 1.623 -1.389 -2.007  C9 1.392

Highest occupied orbital energy = -8.3 eV
Total charge = 0

no.,HOMO-LUMO gap (hartree),largest force on an atom (eV/A),E (eV)
1,0.3205,6.35,-15127.546
2,0.3307,4.66,-15128.096
3,0.3198,8.41,-15127.373
4,0.2874,7.17,-15117.825